[1]
# C21H21CoN5O6

C21H21CoN5O6 as an isolated structure in a non-equilibrium geometry (ωB97M-V/def2-TZVPD, the Open Molecules 2025 dataset).

The net charge is +1. The LUMO energy (spin up / spin down) comes out at -3.387 / -5.289 eV. As for the multiplicity: 5.

Last column: Mulliken spin population.
CARTESIAN COORDINATES (ANGSTROEM)
Co1 0.916 -0.355 -0.598  2.672
O1 3.681 0.376 2.205  0.025
C1 2.745 -0.029 1.562  0.026
N1 2.370 0.392 0.383  0.124
C2 3.053 1.461 -0.258  0.018
C3 2.526 1.691 -1.658  -0.007
C4 3.104 2.518 -2.598  -0.004
C5 2.525 2.530 -3.852  -0.002
C6 1.404 1.803 -4.167  0.007
C7 0.902 0.955 -3.212  0.008
N2 1.454 0.932 -2.016  0.058
C8 1.859 -1.064 2.124  -0.017
C9 2.148 -1.592 3.380  0.003
C10 1.371 -2.611 3.867  -0.002
C11 0.361 -3.039 3.064  0.008
C12 0.090 -2.402 1.893  0.018
N3 0.797 -1.410 1.388  0.023
H1 4.131 1.319 -0.262  0.008
H2 2.931 2.390 0.308  0.004
H3 4.035 3.094 -2.405  0.001
H4 3.049 3.109 -4.607  0.000
H5 0.945 1.836 -5.150  0.000
H6 0.073 0.284 -3.433  0.002
H7 2.939 -1.163 3.936  0.001
H8 1.618 -3.087 4.803  0.000
H9 -0.258 -3.873 3.284  0.000
H10 -0.796 -2.732 1.354  -0.030
O2 -2.877 -4.934 -0.744  0.067
C13 -2.120 -4.034 -0.937  -0.025
C14 -0.582 -4.117 -1.280  -0.061
O3 0.144 -5.039 -1.231  0.067
C15 -0.137 -2.637 -1.425  0.045
C16 -1.290 -1.759 -1.140  0.382
O4 -1.250 -0.579 -0.806  0.199
C17 -2.481 -2.546 -0.915  -0.055
O5 -3.463 -1.937 -0.629  0.172
O6 1.018 -2.319 -1.357  0.235
N4 -3.369 1.397 0.177  -0.002
C18 -3.072 1.127 1.621  0.001
C19 -1.560 0.849 1.798  0.033
N5 -0.642 1.789 1.085  -0.001
C20 -1.086 2.253 -0.199  0.023
C21 -2.568 2.567 -0.351  -0.001
H11 -4.362 1.535 0.058  0.000
H12 -3.078 0.546 -0.368  -0.005
H13 -3.675 0.274 1.971  0.001
H14 -3.362 2.041 2.134  0.000
H15 -1.391 -0.169 1.445  -0.017
H16 -1.291 0.928 2.839  0.002
H17 -0.373 2.562 1.640  0.002
H18 -0.882 1.543 -0.948  -0.007
H19 -0.542 3.165 -0.513  0.003
H20 -2.804 2.701 -1.421  0.000
H21 -2.879 3.461 0.166  0.000



[2]
# C21H21F3N3O6S4

A 2-piece molecular cluster, C21H21F3N3O6S4 overall in a non-equilibrium geometry (ωB97M-V/def2-TZVPD, the Open Molecules 2025 dataset).

The net charge is -1. The LUMO energy comes out at 1.498 eV.

Last column: Löwdin charge in e.
CARTESIAN COORDINATES (ANGSTROEM)
F1 -2.547 -2.951 0.815  0.072
C1 -3.095 -1.834 1.376  -0.782
F2 -4.393 -2.084 1.677  0.090
F3 -2.442 -1.563 2.537  0.087
S1 -2.859 -0.493 0.134  1.059
N1 -3.686 0.764 0.932  -0.598
S2 -5.356 1.229 0.411  0.675
C2 -6.399 0.675 1.764  -0.272
C3 -7.439 -0.211 1.469  -0.055
C4 -8.325 -0.579 2.485  -0.071
C5 -8.174 -0.047 3.770  -0.075
C6 -7.132 0.846 4.048  -0.063
C7 -6.245 1.225 3.035  -0.044
O1 -5.340 2.666 0.415  -0.277
O2 -5.673 0.481 -0.771  -0.295
S3 -2.624 2.113 1.389  0.655
C8 -1.176 1.278 2.017  -0.329
C9 -1.036 1.168 3.399  -0.072
C10 0.117 0.581 3.918  -0.073
C11 1.128 0.147 3.057  -0.050
C12 0.994 0.301 1.675  -0.033
C13 -0.160 0.873 1.147  -0.082
O3 -2.255 2.829 0.202  -0.270
O4 -3.293 2.730 2.506  -0.310
H1 -7.544 -0.594 0.457  0.114
H2 -9.137 -1.275 2.261  0.108
H3 -8.870 -0.334 4.561  0.105
H4 -7.010 1.260 5.051  0.109
H5 -5.447 1.938 3.224  0.103
H6 -1.827 1.542 4.045  0.111
H7 0.219 0.476 4.999  0.105
H8 2.028 -0.318 3.464  0.114
H9 1.802 -0.006 1.005  0.097
H10 -0.269 1.024 0.075  0.112
C14 6.054 -2.290 -5.414  -0.119
C15 4.653 -1.783 -5.225  -0.247
N2 4.387 -1.318 -3.820  -0.008
C16 4.032 -2.324 -2.874  -0.470
O5 3.946 -3.502 -3.263  -0.026
C17 3.772 -1.879 -1.564  0.020
C18 4.107 -0.579 -1.164  -0.470
O6 3.958 -0.130 -0.007  -0.056
N3 4.626 0.284 -2.164  -0.007
C19 5.137 1.624 -1.717  -0.247
C20 6.608 1.593 -1.421  -0.119
C21 4.891 -0.086 -3.466  -0.678
S4 5.803 0.867 -4.510  0.657
H11 6.172 -2.606 -6.456  0.070
H12 6.793 -1.506 -5.203  0.028
H13 6.233 -3.156 -4.767  0.074
H14 4.482 -0.895 -5.842  0.071
H15 3.912 -2.559 -5.434  0.111
H16 3.488 -2.599 -0.820  0.098
H17 4.930 2.292 -2.558  0.072
H18 4.551 1.899 -0.838  0.107
H19 6.921 2.593 -1.103  0.070
H20 6.817 0.889 -0.608  0.077
H21 7.190 1.315 -2.309  0.026



[3]
# C21H21FN2O2S

One molecule with the formula C21H21FN2O2S (ωB97M-V/def2-TZVPD, the Open Molecules 2025 dataset).

The LUMO energy comes out at -0.119 eV.

Last column: Löwdin charge in e.
CARTESIAN COORDINATES (ANGSTROEM)
C1 0.045 6.886 1.229  -0.071
C2 0.173 5.392 1.483  -0.287
O1 1.546 5.081 1.614  -0.153
C3 1.844 3.709 1.647  -0.238
C4 1.433 3.015 2.952  -0.151
C5 2.063 1.628 3.094  -0.175
N1 1.595 0.709 2.082  0.075
C6 0.678 -0.252 2.341  -0.449
O2 0.243 -0.477 3.451  0.082
C7 0.256 -1.008 1.117  -0.061
C8 -0.140 -0.322 -0.001  -0.032
C9 -0.571 -1.057 -1.127  -0.567
S1 -1.057 -0.132 -2.548  1.022
C10 -1.555 -1.420 -3.669  -0.532
C11 -2.498 -2.360 -3.284  -0.097
C12 -2.875 -3.350 -4.172  0.001
C13 -2.313 -3.364 -5.437  -0.275
F1 -2.684 -4.327 -6.305  0.059
C14 -1.388 -2.418 -5.841  -0.008
C15 -1.005 -1.439 -4.942  -0.097
N2 -0.605 -2.355 -1.179  0.108
C16 -0.226 -3.058 -0.093  -0.206
C17 -0.275 -4.464 -0.162  -0.011
C18 0.096 -5.216 0.918  -0.075
C19 0.526 -4.599 2.103  -0.073
C20 0.588 -3.235 2.198  -0.011
C21 0.213 -2.430 1.106  -0.088
H1 0.478 7.438 2.058  0.076
H2 -1.001 7.157 1.125  0.074
H3 0.578 7.154 0.321  0.076
H4 -0.258 4.823 0.644  0.121
H5 -0.374 5.120 2.397  0.116
H6 2.931 3.658 1.533  0.128
H7 1.374 3.206 0.785  0.115
H8 1.758 3.637 3.788  0.123
H9 0.347 2.915 3.001  0.115
H10 1.780 1.195 4.056  0.121
H11 3.153 1.701 3.036  0.125
H12 1.907 0.852 1.135  0.136
H13 -0.160 0.757 -0.040  0.106
H14 -2.928 -2.325 -2.296  0.110
H15 -3.599 -4.100 -3.897  0.119
H16 -0.977 -2.457 -6.837  0.118
H17 -0.282 -0.691 -5.226  0.104
H18 -0.609 -4.913 -1.084  0.112
H19 0.058 -6.294 0.867  0.104
H20 0.810 -5.211 2.945  0.104
H21 0.906 -2.759 3.112  0.110



[4]
# C21H21HgIN5S

C21H21HgIN5S as an isolated structure in a non-equilibrium geometry (ωB97M-V/def2-TZVPD, the Open Molecules 2025 dataset).

The LUMO energy (spin up / spin down) comes out at -0.264 / -0.253 eV. As for the multiplicity: 2.

Last column: Mulliken spin population.
CARTESIAN COORDINATES (ANGSTROEM)
Hg1 0.649 0.699 -0.023  -0.012
C1 2.039 -5.151 -0.144  0.108
C2 2.681 -3.935 0.059  -0.059
C3 1.972 -2.756 -0.004  0.102
C4 0.594 -2.762 -0.273  -0.106
C5 -0.043 -3.999 -0.483  0.114
C6 0.676 -5.170 -0.417  -0.046
N1 -0.051 -1.561 -0.328  0.253
N2 -1.348 -1.581 -0.543  0.394
C7 -2.011 -0.390 -0.640  -0.095
C8 -3.372 -0.479 -1.005  0.126
C9 -4.133 0.656 -1.166  -0.070
C10 -3.576 1.913 -0.952  0.146
C11 -2.236 2.025 -0.583  -0.073
C12 -1.458 0.895 -0.414  0.157
H1 2.594 -6.077 -0.090  0.010
H2 3.740 -3.917 0.268  -0.003
H3 2.461 -1.798 0.165  0.007
H4 -1.101 -3.998 -0.699  0.026
H5 0.175 -6.115 -0.580  -0.003
H6 -3.786 -1.460 -1.179  0.004
H7 -5.168 0.571 -1.474  -0.003
H8 -4.178 2.801 -1.082  0.012
H9 -1.813 3.016 -0.435  -0.002
C13 -0.970 -0.703 3.253  -0.007
N3 -1.096 0.727 3.259  0.007
C14 -2.401 1.346 3.097  0.005
C15 -2.068 2.832 2.893  0.000
N4 -0.635 2.792 2.676  0.001
C16 -0.123 1.570 2.896  -0.003
S1 1.500 1.190 2.759  0.001
H10 -1.483 -1.120 4.119  0.000
H11 0.088 -0.957 3.298  -0.001
H12 -1.397 -1.124 2.337  0.010
H13 -3.017 1.162 3.981  -0.001
H14 -2.901 0.923 2.217  -0.003
H15 -2.314 3.436 3.775  0.000
H16 -2.574 3.251 2.017  0.001
H17 -0.072 3.614 2.529  -0.001
I1 1.575 4.039 -1.011  0.001
C17 2.601 2.596 -2.180  0.000
C18 3.400 3.002 -3.224  0.000
C19 4.036 2.013 -3.968  0.000
C20 3.830 0.680 -3.626  0.001
C21 3.012 0.386 -2.556  -0.003
N5 2.404 1.332 -1.832  0.004
H18 3.523 4.049 -3.457  0.000
H19 4.670 2.286 -4.793  0.000
H20 4.294 -0.117 -4.184  0.000
H21 2.813 -0.630 -2.252  0.000